ORCA calculation (ωB97M-V/def2-TZVPD) on a 8-piece molecular cluster, C47H105N9O8 overall at a distorted geometry.

```
169
Properties=species:S:1:pos:R:3:lowdin_charge:R:1
C 20.3133 14.1348 12.3731 -0.02
C 21.7313 13.4720 12.5552 -0.44
C 22.3177 13.6967 11.1452 -0.05
C 22.6252 14.3079 13.5406 -0.12
C 22.3032 13.9889 15.0280 -0.18
C 22.3354 12.4854 15.2328 -0.15
C 21.3723 11.7004 14.3053 -0.51
C 21.5612 10.2317 14.6468 -0.05
C 19.8181 12.0977 14.5363 0.01
N 21.8134 12.0061 12.9624 -0.03
O 21.0076 11.2574 11.9483 -0.05
H 19.6203 13.4608 11.9073 0.05
H 19.9798 14.4516 13.3661 0.07
H 20.4113 15.0071 11.7421 0.06
H 22.4627 14.7420 10.9226 0.06
H 23.2429 13.1393 11.0897 0.08
H 21.6891 13.3506 10.3641 0.07
H 23.7084 14.1298 13.4051 0.12
H 22.4361 15.3759 13.2901 0.12
H 23.0215 14.5462 15.6901 0.12
H 21.2922 14.3217 15.2931 0.09
H 21.9321 12.3007 16.2328 0.12
H 23.3128 12.0800 15.1453 0.11
H 22.6100 9.8664 14.3936 0.11
H 20.8903 9.6308 14.0766 0.06
H 21.2469 9.9426 15.6490 0.08
H 19.3918 11.3001 15.1368 0.07
H 19.2892 12.0079 13.5235 0.08
H 19.7605 13.0764 14.9787 0.04
H 21.6516 10.6915 11.5377 0.09
C 22.4021 18.1484 8.5622 -0.04
C 21.5856 18.6157 9.7154 -0.56
C 21.4108 17.4080 10.5463 -0.05
C 22.2125 19.7445 10.5117 -0.14
C 22.2994 21.0405 9.7765 -0.17
C 20.8655 21.5778 9.5602 -0.13
C 20.0820 20.4878 8.8031 -0.49
C 18.5676 20.7933 8.9868 -0.03
C 20.4872 20.6780 7.3300 -0.03
N 20.2370 19.1025 9.3822 -0.04
O 19.6411 18.1841 8.3905 -0.05
H 21.7255 17.8120 7.7311 0.11
H 23.1251 18.8000 8.1442 0.06
H 22.9859 17.2316 8.7417 0.09
H 20.9107 17.6418 11.4579 0.07
H 20.7716 16.7556 9.9486 0.09
H 22.4176 17.0572 10.7707 0.09
H 21.7304 19.9614 11.4652 0.12
H 23.1734 19.4480 10.8140 0.11
H 22.8397 21.7973 10.2241 0.08
H 22.8811 20.8988 8.8117 0.13
H 20.8385 22.4592 8.9736 0.10
H 20.4585 21.8193 10.5010 0.09
H 17.9916 20.2439 8.2682 0.07
H 18.4027 21.8453 8.6493 0.09
H 18.2084 20.6195 10.0263 0.07
H 19.7639 20.0901 6.7026 0.10
H 21.4988 20.2450 7.1995 0.08
H 20.3759 21.7139 7.0472 0.08
H 18.7844 18.1328 8.8171 0.02
C 18.6296 9.1541 9.8529 -0.04
C 17.4573 9.9536 10.3876 -0.50
C 17.3276 9.6391 11.8888 -0.03
C 17.9764 11.4278 10.2759 -0.15
C 18.0212 12.0344 8.8728 -0.16
C 16.6122 11.8604 8.2519 -0.12
C 16.0902 10.4087 8.3702 -0.52
C 14.6438 10.5269 8.0319 -0.07
C 16.8255 9.4565 7.3324 -0.01
N 16.1225 9.9642 9.7596 -0.05
O 15.5492 8.5970 9.8824 -0.03
H 18.2418 8.2336 9.3740 0.09
H 19.2054 9.6962 9.0873 0.07
H 19.2664 8.7667 10.6954 0.10
H 16.4985 10.2247 12.3917 0.10
H 17.0781 8.6262 12.1044 0.07
H 18.1850 10.0871 12.3848 0.07
H 17.2456 12.0808 10.7267 0.09
H 18.9241 11.4842 10.8099 0.09
H 18.4112 13.0798 8.8260 0.12
H 18.6699 11.3763 8.3227 0.07
H 16.4425 12.0503 7.1837 0.12
H 15.9248 12.6060 8.7933 0.14
H 14.0995 9.5712 8.0824 0.09
H 14.5493 10.8575 6.9722 0.10
H 14.0806 11.2159 8.5965 0.05
H 16.5365 9.6122 6.2817 0.09
H 16.6895 8.4238 7.6182 0.07
H 17.9138 9.5473 7.3585 0.06
H 15.0958 8.6912 10.7354 0.09
C 18.3974 16.4613 16.6534 -0.04
C 16.9883 15.8556 16.7187 -0.43
C 17.2590 14.2999 16.8278 -0.02
C 16.2789 16.3213 18.1069 -0.11
C 14.7943 16.0939 18.0090 -0.20
C 14.1601 16.7457 16.7748 -0.11
C 14.7834 16.1021 15.5145 -0.48
C 14.4202 14.6446 15.2991 -0.01
C 14.1524 16.8537 14.2482 -0.01
N 16.2267 16.3352 15.5542 -0.08
O 16.7757 15.7917 14.3682 -0.09
H 18.8780 15.9797 15.7950 0.07
H 18.3051 17.4824 16.3215 0.06
H 19.0311 16.4275 17.5650 0.10
H 17.3659 13.8776 15.8318 0.07
H 18.0727 14.1183 17.4897 0.08
H 16.4093 13.7668 17.1603 0.04
H 16.6752 15.8140 18.9938 0.12
H 16.4324 17.3434 18.3872 0.10
H 14.6767 15.0611 17.9589 0.07
H 14.2246 16.3242 18.9374 0.13
H 14.2639 17.8257 16.7964 0.12
H 13.1314 16.4525 16.6461 0.11
H 14.6990 14.3528 14.2954 0.07
H 13.3591 14.5173 15.4108 0.09
H 14.8011 14.0209 16.0731 0.06
H 14.4604 16.3976 13.3393 0.03
H 14.5127 17.8980 14.1545 0.09
H 13.0570 16.8574 14.2572 0.07
H 17.4319 16.5152 14.0902 0.09
C 10.3380 17.3609 10.0945 -0.06
C 10.4942 16.1148 10.9301 -0.53
C 11.3898 16.3903 12.1819 -0.01
C 9.0714 15.8299 11.4162 -0.15
C 8.9634 14.4655 12.0652 -0.16
C 9.4493 13.3617 11.0685 -0.12
C 10.9085 13.6305 10.6015 -0.51
C 11.9479 13.1554 11.6696 -0.01
C 11.0012 12.7400 9.3650 -0.08
N 10.9424 15.0242 10.0832 -0.07
O 12.2618 15.3314 9.5239 -0.02
H 9.8283 17.1542 9.1614 0.08
H 9.8326 18.1117 10.7093 0.09
H 11.2242 17.9157 9.7093 0.09
H 12.4210 16.3805 12.0227 0.04
H 11.0685 17.2938 12.6885 0.09
H 11.1058 15.5624 12.8473 0.07
H 8.7697 16.6782 12.0197 0.12
H 8.4445 15.8503 10.5086 0.13
H 9.5724 14.4776 12.9323 0.08
H 7.9667 14.2882 12.3772 0.10
H 8.8603 13.4506 10.0802 0.14
H 9.3429 12.3389 11.4401 0.12
H 12.1364 12.0914 11.4010 0.09
H 11.6994 13.2862 12.7086 0.06
H 12.8526 13.7151 11.4376 0.07
H 12.0022 12.6175 8.8921 0.07
H 10.3833 13.1092 8.5358 0.08
H 10.6726 11.6582 9.5389 0.11
H 12.0950 15.4698 8.5804 0.10
N 15.6975 16.6639 10.9712 0.16
C 16.8805 16.7277 10.2750 -0.59
N 17.4918 15.5098 10.3697 0.18
O 17.3159 17.7872 9.7233 -0.02
H 15.6745 15.9266 11.6210 0.04
H 15.0346 17.4998 10.9144 0.15
H 17.1247 14.7369 10.9585 0.07
H 18.4519 15.7332 10.1588 0.09
N 18.7743 19.7378 12.3374 0.20
C 18.2769 18.8399 13.1885 -0.64
N 17.4627 19.2833 14.2025 0.17
O 18.5209 17.6431 13.1235 0.01
H 18.4905 20.7107 12.3622 0.11
H 19.1881 19.4480 11.5115 0.04
H 17.1209 20.2366 14.2233 0.10
H 16.9606 18.7004 14.8473 0.07
O 16.6837 13.7570 12.4741 -0.05
H 16.7283 14.2705 13.3131 0.03
H 16.3991 12.8952 12.7052 0.02
```

HOMO-LUMO gap (hartree): 0.329
HOMO energy (eV): -8.474
E_LUMO (eV): 0.5
Net charge: 0
Total energy (eV): -80227.565
M (Da): 924.41
SMILES: CC1(C)CCCC(C)(C)N1O.CC1(C)CCCC(C)(C)N1O.CC1(C)CCCC(C)(C)N1O.CC1(C)CCCC(C)(C)N1O.CC1(C)CCCC(C)(C)N1O.NC(N)=O.NC(N)=O.O
Relative energy (zero: lowest compared OMol25 entry of this formula, charge and spin) (kJ/mol): 188.9